1.
Molecular formula: C4H3FO5Sn
Method: DFT, the ωB97M-V functional and the def2-TZVPD basis

Structure (XYZ):
```
14
Properties=species:S:1:pos:R:3:forces:R:3:lowdin_charge:R:1
O -0.553 3.636 -1.669 -0.7 3.9 -3.1 -0.101
C -0.589 4.715 -2.120 -1.0 4.5 -2.5 -0.276
O -0.707 5.752 -2.583 0.5 -1.3 0.8 0.391
O -0.086 0.271 -0.507 1.2 -8.3 0.6 -0.307
C 0.892 -2.288 2.208 2.3 -2.2 0.1 -0.179
C -0.334 -0.666 0.318 0.0 -4.3 3.2 -0.507
O 1.589 -2.518 3.103 -2.0 1.7 -0.9 0.381
O 0.490 -2.806 1.133 -0.9 0.4 -0.8 0.145
C 0.234 -2.012 -0.113 0.9 -0.5 1.0 0.063
Sn -0.296 1.988 -0.754 0.1 4.1 3.6 1.715
F -1.650 -0.834 0.618 0.6 0.8 -0.1 0.105
H 0.270 -0.777 1.630 -0.8 1.4 -1.9 0.228
H 1.227 -1.881 -0.560 -0.4 -0.2 -0.1 0.168
H -0.488 -2.581 -0.705 0.3 -0.1 0.2 0.173
```
Positions in Å, forces in eV/Å.

Summary:
Total charge   +2
2S+1   1
Orbital gap   8.31 eV
E_tot   -843.7147 Ha
HOMO energy   -18.21 eV

=====

2.
Molecular formula: C4H12N2O
Method: DFT, the ωB97M-V functional and the def2-TZVPD basis

Structure (XYZ):
```
19
Properties=species:S:1:pos:R:3:forces:R:3:lowdin_charge:R:1
C 0.568 -2.010 0.909 -1.0 0.3 1.3 -0.056
C -0.550 -0.965 0.609 1.0 -0.4 0.1 -0.384
O -1.138 -1.340 -0.670 0.1 0.4 0.3 -0.074
C 0.015 0.486 0.537 -0.7 -0.7 1.0 -0.370
N -1.148 1.391 0.518 0.2 0.4 -2.1 0.024
C 0.958 0.534 -0.695 0.3 0.7 1.7 -0.235
N 1.230 1.959 -0.965 2.4 0.3 0.3 -0.025
H 1.311 -2.026 0.100 -0.6 -0.5 0.0 0.064
H -0.013 -2.970 1.106 1.4 0.8 -0.4 0.095
H 1.163 -1.702 1.816 -0.8 -0.4 -0.6 0.089
H -1.396 -1.028 1.308 0.7 0.2 0.3 0.138
H -1.935 -1.835 -0.459 0.1 0.1 -0.2 0.089
H 0.498 0.848 1.490 0.2 -1.1 -0.8 0.150
H -0.773 2.181 -0.002 0.4 1.1 0.8 0.044
H -1.715 1.133 -0.294 -0.6 -0.9 0.3 0.068
H 1.873 -0.094 -0.500 -0.8 0.7 -0.3 0.118
H 0.351 0.075 -1.442 0.0 -0.1 -1.1 0.096
H 2.119 2.253 -0.435 -1.9 -0.6 -0.8 0.107
H 1.501 2.120 -1.935 -0.2 -0.2 0.2 0.063
```
Positions in Å, forces in eV/Å.

Summary:
Total charge   0
2S+1   1
Orbital gap   10.37 eV
E_tot   -344.3210 Ha
HOMO energy   -9.49 eV